Entry 1:
{
  "formula": "C18H21N3O2SSe2Zr",
  "method": "wB97M-V/def2-TZVPD",
  "symbols": ["Zr", "O", "C", "C", "C", "O", "C", "Se", "C", "Se", "H", "H", "H", "H", "H", "H", "H", "H", "H", "H", "C", "C", "C", "C", "C", "C", "C", "C", "N", "H", "H", "H", "H", "H", "H", "C", "C", "C", "C", "N", "C", "S", "N", "H", "H", "H", "H", "H"],
  "xyz": [[0.008, -0.444, -0.248], [-1.574, -0.767, -1.220], [-2.709, 0.007, -0.970], [-2.441, 1.521, -0.690], [-3.741, 2.264, -1.134], [-3.778, 3.613, -0.771], [-1.300, 2.138, -1.518], [0.580, 2.007, -0.787], [-2.248, 1.810, 0.807], [-1.292, 0.400, 1.819], [-1.211, -0.695, -2.881], [-3.256, -0.408, -0.102], [-3.370, -0.079, -1.848], [-4.609, 1.725, -0.726], [-3.804, 2.247, -2.226], [-3.860, 3.688, 0.187], [-1.486, 3.215, -1.567], [-1.263, 1.746, -2.539], [-3.214, 1.900, 1.308], [-1.676, 2.733, 0.936], [0.568, -2.258, 0.985], [1.971, -1.916, 1.058], [2.396, -0.643, 1.534], [3.726, -0.287, 1.504], [4.690, -1.175, 1.010], [4.297, -2.449, 0.579], [2.970, -2.802, 0.593], [6.044, -0.805, 0.934], [7.149, -0.512, 0.832], [0.033, -2.060, 1.925], [0.392, -3.283, 0.646], [1.674, 0.032, 2.009], [4.040, 0.679, 1.875], [5.043, -3.144, 0.225], [2.677, -3.787, 0.253], [4.095, 0.768, -5.018], [3.110, 0.198, -4.067], [3.516, -0.264, -2.807], [2.543, -0.738, -1.965], [1.236, -0.752, -2.284], [0.956, -0.326, -3.534], [-0.681, -0.383, -4.110], [1.839, 0.121, -4.413], [4.936, 0.087, -5.136], [4.487, 1.698, -4.606], [3.630, 0.969, -5.977], [4.549, -0.238, -2.510], [2.811, -1.159, -1.006]],
  "forces_ev_per_angstrom": [[1.024, -0.098, 0.851], [-0.810, -0.303, -0.296], [-1.395, 0.751, -0.017], [-0.380, 0.173, -0.161], [0.151, -0.706, -0.088], [0.030, 0.490, 0.227], [0.267, -0.143, -0.007], [-0.033, 0.760, -0.184], [0.292, -0.128, 0.179], [-0.465, 0.127, 0.307], [0.145, -0.025, -0.637], [0.238, 0.108, -0.358], [0.120, 0.085, 0.079], [0.041, -0.006, -0.075], [-0.036, -0.077, 0.079], [0.020, -0.013, -0.132], [0.126, -0.178, 0.048], [-0.163, 0.092, 0.245], [0.020, -0.011, 0.016], [-0.112, -0.085, 0.013], [-0.014, -0.505, 0.311], [0.758, 0.039, 0.615], [-0.641, -0.484, -0.033], [0.632, -0.133, -0.203], [-1.217, -0.023, 0.167], [-0.136, 0.128, -0.014], [-0.101, 0.098, 0.064], [0.741, 0.256, -0.048], [0.329, 0.091, 0.001], [0.041, -0.029, -0.254], [-0.086, 0.249, 0.031], [0.132, -0.151, -0.195], [0.012, 0.068, -0.003], [0.100, -0.070, -0.024], [-0.045, -0.025, -0.005], [0.041, 0.101, -0.131], [0.125, -0.306, 0.765], [-0.284, 0.030, -0.123], [0.372, -0.074, -0.335], [0.511, -0.143, -0.507], [-0.136, -0.255, 0.409], [-0.279, -0.065, -0.085], [-0.236, 0.161, -0.391], [0.049, -0.012, -0.070], [0.035, 0.066, -0.023], [0.001, -0.006, -0.066], [0.197, -0.059, 0.110], [0.021, 0.240, -0.050]],
  "nbo_charge": [1.76, -0.88, -0.08, -0.15, -0.05, -0.71, -0.54, -0.29, -0.54, -0.23, 0.20, 0.21, 0.19, 0.16, 0.19, 0.47, 0.25, 0.23, 0.21, 0.24, -0.95, 0.00, -0.31, -0.12, -0.18, -0.16, -0.24, 0.26, -0.30, 0.27, 0.24, 0.26, 0.23, 0.23, 0.22, -0.66, 0.32, -0.31, 0.09, -0.62, 0.32, 0.06, -0.48, 0.23, 0.24, 0.24, 0.24, 0.23],
  "fmax_ev_per_a": 1.58,
  "e_above_lowest_ev": 0.9762,
  "energy_ha": -6261.4138,
  "lumo_ev": -0.51,
  "homo_ha": -0.2878
}

---

Entry 2:
{
  "formula": "C18H21N3O4S",
  "method": "wB97M-V/def2-TZVPD",
  "symbols": ["C", "C", "O", "N", "C", "C", "C", "C", "S", "O", "O", "N", "C", "C", "C", "C", "N", "C", "C", "O", "C", "C", "C", "C", "C", "C", "H", "H", "H", "H", "H", "H", "H", "H", "H", "H", "H", "H", "H", "H", "H", "H", "H", "H", "H", "H", "H"],
  "xyz": [[-4.064, 0.866, 2.784], [-2.908, 1.100, 1.836], [-1.803, 1.425, 2.197], [-3.259, 0.891, 0.528], [-2.457, 0.994, -0.609], [-1.214, 1.625, -0.590], [-0.453, 1.674, -1.742], [-0.926, 1.095, -2.904], [0.176, 0.899, -4.298], [1.218, 1.874, -4.232], [-0.568, 0.755, -5.514], [0.817, -0.626, -3.972], [1.182, -0.865, -2.635], [2.145, -0.064, -2.036], [2.471, -0.230, -0.705], [1.858, -1.216, 0.078], [2.211, -1.458, 1.394], [3.352, -0.811, 2.006], [2.929, 0.460, 2.753], [1.973, 0.144, 3.740], [0.835, -0.460, 3.165], [1.203, -1.741, 2.398], [0.911, -2.035, -0.550], [0.569, -1.854, -1.874], [-2.166, 0.488, -2.944], [-2.940, 0.451, -1.802], [-3.735, 1.063, 3.800], [-4.408, -0.163, 2.714], [-4.890, 1.531, 2.540], [-4.195, 0.548, 0.357], [-0.850, 2.060, 0.325], [0.508, 2.161, -1.757], [0.220, -1.337, -4.369], [2.616, 0.707, -2.625], [3.206, 0.432, -0.277], [4.117, -0.602, 1.261], [3.767, -1.516, 2.738], [3.774, 0.908, 3.278], [2.508, 1.189, 2.044], [0.165, -0.689, 3.995], [0.334, 0.247, 2.487], [0.306, -2.152, 1.941], [1.617, -2.474, 3.101], [0.442, -2.836, 0.000], [-0.170, -2.499, -2.329], [-2.509, 0.059, -3.873], [-3.915, -0.015, -1.823]],
  "forces_ev_per_angstrom": [[0.177, 0.081, 0.164], [-0.449, -0.159, 0.093], [0.245, 0.120, 0.135], [-0.367, -0.094, -0.187], [0.340, 0.033, -0.277], [0.004, 0.061, 0.130], [-0.099, 0.077, -0.069], [0.469, 0.108, -0.557], [-0.402, -0.362, -0.002], [0.058, -0.053, 0.386], [-0.161, -0.204, 0.124], [-0.197, 0.646, -0.648], [0.475, -0.053, 0.664], [-0.038, -0.308, -0.149], [-0.016, -0.033, 0.219], [-0.005, 0.014, -0.360], [0.192, -0.131, 0.247], [-0.028, 0.321, 0.145], [0.280, -0.155, -0.172], [0.079, -0.002, 0.135], [-0.197, -0.307, -0.190], [-0.187, 0.246, 0.314], [-0.052, 0.033, 0.039], [0.040, 0.170, -0.140], [-0.141, 0.015, -0.040], [0.102, 0.030, 0.050], [0.016, 0.001, -0.015], [-0.069, -0.079, -0.012], [-0.097, 0.020, -0.014], [0.158, 0.087, 0.126], [0.024, 0.011, -0.003], [0.101, 0.067, 0.102], [-0.109, -0.004, -0.139], [0.123, 0.070, -0.019], [0.058, 0.055, 0.071], [0.031, -0.022, 0.023], [0.052, 0.098, -0.049], [-0.011, 0.018, -0.096], [0.049, -0.015, 0.040], [-0.055, 0.009, -0.085], [0.031, -0.070, 0.070], [0.020, -0.046, 0.032], [-0.113, -0.003, -0.026], [-0.005, -0.081, 0.051], [-0.106, -0.053, -0.025], [-0.124, -0.090, -0.073], [-0.096, -0.061, -0.013]],
  "nbo_charge": [-0.71, 0.69, -0.60, -0.61, 0.16, -0.20, -0.17, -0.36, 2.32, -0.93, -0.94, -0.84, 0.08, -0.23, -0.22, 0.17, -0.43, -0.24, -0.08, -0.52, -0.09, -0.24, -0.24, -0.22, -0.18, -0.24, 0.25, 0.23, 0.23, 0.40, 0.25, 0.24, 0.40, 0.24, 0.21, 0.21, 0.20, 0.19, 0.16, 0.19, 0.19, 0.21, 0.19, 0.21, 0.21, 0.24, 0.21],
  "fmax_ev_per_a": 0.94,
  "e_above_lowest_ev": 2.0023,
  "smiles": "CC(=O)Nc1ccc(S(=O)(=O)Nc2ccc(N3CCOCC3)cc2)cc1",
  "energy_ha": -1561.9286,
  "lumo_ev": 0.34,
  "homo_ha": -0.2749
}

---

Entry 3:
{
  "formula": "C18H21N3O4S2",
  "method": "wB97M-V/def2-TZVPD",
  "symbols": ["C", "C", "C", "C", "S", "O", "O", "C", "C", "N", "C", "O", "C", "C", "C", "C", "C", "C", "C", "C", "S", "C", "O", "N", "C", "C", "N", "H", "H", "H", "H", "H", "H", "H", "H", "H", "H", "H", "H", "H", "H", "H", "H", "H", "H", "H", "H", "H"],
  "xyz": [[0.975, 0.548, -2.952], [-0.321, 1.122, -3.588], [-0.151, 1.257, -5.131], [-0.695, 2.514, -3.060], [-0.967, 2.608, -1.281], [0.262, 2.365, -0.540], [-1.511, 3.956, -0.971], [-2.303, 1.455, -0.837], [-1.850, 0.014, -0.454], [-0.909, 0.019, 0.683], [0.000, -0.991, 0.941], [-0.160, -2.093, 0.451], [1.095, -0.734, 1.837], [1.986, -1.632, 2.448], [2.988, -0.936, 3.249], [4.030, -1.466, 4.007], [4.857, -0.578, 4.715], [4.673, 0.815, 4.626], [3.618, 1.318, 3.878], [2.799, 0.464, 3.167], [1.412, 0.942, 2.237], [-3.085, -0.822, -0.159], [-4.184, -0.319, -0.181], [-3.004, -2.186, 0.090], [-4.169, -2.917, 0.546], [-3.925, -4.390, 0.515], [-3.636, -5.514, 0.485], [1.188, -0.463, -3.408], [0.829, 0.402, -1.863], [1.835, 1.150, -3.123], [-1.087, 0.434, -3.296], [-1.127, 1.451, -5.658], [0.200, 0.325, -5.550], [0.578, 2.038, -5.379], [0.076, 3.229, -3.349], [-1.602, 2.851, -3.562], [-3.017, 1.494, -1.657], [-2.850, 1.929, -0.029], [-1.363, -0.444, -1.298], [-0.628, 0.941, 1.060], [1.881, -2.730, 2.291], [4.217, -2.517, 3.991], [5.661, -1.006, 5.323], [5.369, 1.487, 5.127], [3.532, 2.393, 3.821], [-2.101, -2.521, 0.433], [-4.987, -2.661, -0.147], [-4.430, -2.598, 1.552]],
  "forces_ev_per_angstrom": [[-1.099, -1.536, -0.032], [1.538, 0.546, -0.355], [-1.245, -0.158, 0.225], [-0.129, -0.786, -0.179], [-0.182, 3.859, 1.610], [-0.491, -0.992, -0.654], [0.154, -2.214, -1.132], [0.651, -0.621, 0.042], [0.559, 0.225, 0.372], [0.671, 1.060, 0.685], [-1.631, -0.341, -0.894], [-0.060, -0.831, -0.456], [2.015, 0.056, 1.762], [-1.218, 0.814, -0.991], [-1.146, -0.210, -1.069], [0.598, 1.467, 0.448], [-0.145, -0.794, -0.325], [-0.207, -0.653, -0.055], [1.095, 0.638, 0.309], [-0.374, -0.250, 0.529], [0.868, -0.635, 0.196], [-1.209, -1.596, 0.536], [-0.744, 0.849, -0.204], [1.898, 0.577, 0.162], [-0.269, 0.039, -0.668], [0.671, -0.674, -0.087], [-0.604, 1.669, 0.080], [-0.278, 0.974, 0.453], [0.324, 0.105, -0.603], [0.650, 0.692, -0.054], [-0.800, -0.473, -0.358], [0.899, 0.132, 0.600], [0.257, -0.308, -0.054], [-0.221, -0.091, 0.084], [0.138, 0.150, 0.615], [-0.241, 0.051, 0.318], [0.108, -0.392, -0.210], [0.299, 0.200, 0.324], [0.406, -0.316, -0.437], [-0.603, -0.740, -0.650], [0.235, 1.089, 0.218], [0.040, -0.515, 0.213], [-0.241, 0.331, -0.273], [-0.305, -0.155, -0.064], [-0.306, 0.070, -0.114], [-0.086, 0.091, -0.489], [0.089, -0.230, 0.487], [-0.326, -0.176, 0.141]],
  "nbo_charge": [-0.61, -0.22, -0.61, -0.65, 2.12, -0.95, -0.94, -0.66, -0.14, -0.62, 0.65, -0.64, -0.31, -0.14, -0.13, -0.17, -0.21, -0.20, -0.25, -0.09, 0.40, 0.68, -0.61, -0.62, -0.32, 0.27, -0.30, 0.21, 0.22, 0.21, 0.20, 0.21, 0.22, 0.21, 0.26, 0.25, 0.27, 0.28, 0.23, 0.42, 0.25, 0.22, 0.22, 0.22, 0.22, 0.44, 0.26, 0.23],
  "fmax_ev_per_a": 4.19,
  "e_above_lowest_ev": 2.1886,
  "smiles": "CC(C)CS(=O)(=O)C[C@@H](NC(=O)c1cc2ccccc2s1)C(=O)NCC#N",
  "energy_ha": -1960.1107,
  "lumo_ev": -0.30,
  "homo_ha": -0.3181
}